Entry 1:
ORCA calculation (the ωB97M-V functional and the def2-TZVPD basis) on 2 unconnected molecules or ions with the total composition C4H9NO2.

Each line ends with the natural charge from an NBO analysis.
Cartesian coordinates (Å):
C (0.87, -1.00, -0.53)  -0.75
C (-1.33, -0.56, 0.07)  -0.07
C (1.04, -0.40, 0.74)  0.64
C (-1.47, 0.67, -0.78)  -0.12
O (-0.86, 1.78, -0.16)  -0.71
O (0.03, -0.33, 1.51)  -0.61
H (2.20, 0.71, 2.00)  0.40
H (1.60, -0.78, -1.32)  0.20
H (-1.94, -0.52, 0.97)  0.19
H (0.62, -2.06, -0.47)  0.22
H (-1.04, 0.48, -1.77)  0.17
H (3.06, -0.01, 0.68)  0.40
H (-2.56, 0.84, -0.89)  0.16
H (-0.94, 2.52, -0.76)  0.47
H (-1.51, -1.48, -0.48)  0.20
N (2.21, 0.13, 1.18)  -0.79

**E_tot**: -9875.0128 eV

---

Entry 2:
ORCA calculation (the ωB97M-V functional and the def2-TZVPD basis) on a molecular structure, C42H48BBrN4O2Pt.

Each line ends with the Löwdin charge.
Cartesian coordinates (Å):
C (2.23, 3.16, 3.09)  -0.06
H (2.40, -1.20, 1.40)  0.06
H (-2.23, -1.51, 3.93)  0.12
C (3.72, -3.43, 0.91)  -0.05
C (0.78, 3.15, 1.08)  -0.12
C (-3.71, 3.29, 3.35)  -0.03
H (0.27, 2.58, -4.66)  0.08
H (2.72, 2.90, -4.23)  0.08
C (-2.60, 3.85, -0.15)  -0.03
C (-1.51, -3.83, 3.27)  -0.09
C (0.04, 3.05, -3.70)  -0.05
C (-3.20, 1.02, 3.94)  0.01
H (-1.60, 2.36, -1.35)  0.10
H (-0.90, 2.64, -3.35)  0.07
H (-2.53, -0.30, -2.50)  -0.01
H (0.76, -1.82, 1.65)  0.06
H (4.14, -3.44, 1.91)  0.08
H (0.24, -0.77, -5.27)  0.08
H (1.09, 0.76, 3.63)  0.09
H (0.18, 0.55, 2.13)  0.04
C (2.53, 0.78, -0.74)  -0.08
H (-3.91, -0.29, -1.80)  0.05
H (0.23, 4.96, 2.07)  0.12
H (1.95, -5.54, -0.24)  0.12
N (1.27, -1.05, -0.89)  0.03
H (-0.12, -0.75, -2.82)  0.11
H (1.05, -6.10, -2.45)  0.10
H (4.15, -2.59, 0.37)  0.07
C (1.60, -3.44, -0.40)  -0.13
C (1.05, -5.08, -2.10)  -0.08
C (0.71, -1.52, -4.64)  -0.05
Br (-0.84, -6.45, 4.19)  0.70
C (-0.10, -1.70, -3.36)  -0.36
C (0.98, 2.54, -0.17)  -0.11
H (1.82, -4.16, 1.55)  0.13
C (2.20, -3.30, 0.98)  -0.35
H (2.16, 4.24, 3.15)  0.07
C (-1.54, -2.11, -3.68)  -0.07
H (4.01, -4.35, 0.40)  0.07
H (3.33, 1.49, -0.77)  0.12
C (2.49, 3.34, -3.26)  -0.05
H (-2.04, -1.33, -4.26)  0.08
C (-2.11, -1.54, 2.85)  -0.05
H (1.28, 1.67, -2.65)  0.12
B (0.40, 0.01, -0.48)  -0.58
C (-2.62, 1.85, 1.73)  -0.15
N (1.25, 1.16, -0.35)  0.03
C (0.63, 4.69, -1.25)  -0.05
C (0.51, -4.07, -2.88)  -0.04
C (-1.18, -5.10, 2.88)  -0.69
C (-3.15, 4.12, 1.08)  0.02
H (3.31, 3.13, -2.58)  0.07
H (-3.23, 0.22, 4.67)  0.11
H (-4.09, 2.43, 5.26)  0.11
H (-1.61, -3.59, 4.32)  0.11
C (-1.49, -3.09, 0.93)  -0.33
H (3.35, -1.13, -1.41)  0.13
C (1.10, -2.42, -1.22)  -0.11
H (-2.60, 4.59, -0.94)  0.12
C (1.82, -2.05, 1.76)  -0.06
C (-3.17, 3.11, 2.07)  -0.15
Pt (-1.53, -0.25, 0.23)  1.19
H (3.10, 2.90, 2.50)  0.09
H (-2.08, -2.30, -2.76)  0.07
H (-0.09, 4.11, -3.87)  0.07
H (-1.15, -4.67, -0.46)  0.11
H (0.09, -4.33, -3.85)  0.11
O (-1.50, -2.23, -0.04)  -0.22
H (0.13, 6.32, 0.04)  0.11
H (1.72, -1.19, -4.42)  0.08
H (2.37, 2.76, 4.09)  0.08
H (0.61, 5.29, -2.14)  0.11
H (1.95, 0.67, 2.10)  0.07
H (2.02, -2.19, 2.82)  0.09
C (0.44, 4.50, 1.11)  -0.06
H (-4.15, 4.25, 3.60)  0.11
C (1.56, -4.76, -0.87)  -0.06
H (2.41, 4.41, -3.38)  0.08
C (0.52, -2.75, -2.46)  -0.13
N (-2.34, -0.45, 2.16)  -0.06
H (-0.86, -6.44, 1.23)  0.11
C (2.54, -0.52, -1.06)  -0.07
C (-2.71, 0.77, 2.65)  -0.21
C (1.18, 2.76, -2.72)  -0.36
C (-1.08, -5.43, 1.53)  -0.11
C (0.37, 5.27, -0.02)  -0.08
H (0.77, -2.46, -5.19)  0.07
C (-3.69, 2.26, 4.27)  -0.07
C (-2.04, 2.60, -0.39)  -0.09
H (0.10, 2.87, 3.06)  0.13
H (-1.56, -3.02, -4.27)  0.08
N (-2.02, 1.64, 0.53)  -0.07
C (-1.71, -2.79, 2.33)  -0.14
C (0.91, 3.33, -1.34)  -0.14
H (-3.58, 5.08, 1.31)  0.12
C (1.05, 1.04, 2.58)  -0.07
C (-1.26, -4.44, 0.59)  0.00
C (0.96, 2.55, 2.46)  -0.35
O (-3.12, 0.24, -1.96)  -0.09

**E_tot**: -128357.3354 eV

---

Entry 3:
ORCA calculation (the ωB97M-V functional and the def2-TZVPD basis) on a molecular structure, CHCoLiO.

Each line ends with the natural charge from an NBO analysis.
Cartesian coordinates (Å):
Li (-0.90, -0.97, 1.03)  0.96
O (-1.16, -0.09, -0.84)  -0.64
H (0.76, -0.43, 0.35)  -0.73
C (-0.39, 0.31, -1.61)  0.65
Co (1.69, 1.17, 1.06)  0.76

**2S+1**: 5
**E_tot**: -40921.0801 eV
**Expectation value of S²**: 6.007
**Total charge**: +1

---

Entry 4:
ORCA calculation (the ωB97M-V functional and the def2-TZVPD basis) on a molecular structure, C9H16BrOP.

Each line ends with the natural charge from an NBO analysis.
Cartesian coordinates (Å):
H (0.55, -0.31, -4.76)  0.23
H (0.44, 2.08, 0.98)  0.26
C (1.41, -0.29, 0.76)  -0.42
H (-0.67, -1.56, 3.07)  0.21
O (1.23, 2.16, -1.70)  -0.86
H (-0.77, -2.03, 0.63)  0.22
C (-1.01, -0.66, 2.44)  -0.39
C (-0.17, -0.02, -3.98)  -0.60
H (-1.22, -0.13, -4.52)  0.22
C (-0.03, 0.07, 0.34)  -0.41
H (-0.77, -1.49, -2.29)  0.25
Br (-2.25, 1.31, -1.86)  -0.16
C (1.33, -0.17, 2.23)  -0.44
P (-0.22, 0.59, -1.38)  1.45
H (-0.13, 0.94, -3.74)  0.22
H (0.03, 1.03, 3.53)  0.23
H (1.61, -1.09, 2.88)  0.23
C (-0.29, 1.30, 1.21)  -0.44
H (1.03, -0.91, -2.40)  0.25
H (-1.98, -0.35, 2.73)  0.20
H (2.12, 0.44, 0.21)  0.26
H (1.76, -1.32, 0.40)  0.22
H (-1.33, 1.72, 1.39)  0.24
C (-0.97, -1.02, 0.91)  -0.42
C (0.00, -0.75, -2.63)  -0.76
C (0.04, 0.58, 2.55)  -0.21
H (2.16, 0.60, 2.50)  0.22
H (-1.91, -0.73, 0.49)  0.21

**E_tot**: -90967.2187 eV

---

Entry 5:
ORCA calculation (the ωB97M-V functional and the def2-TZVPD basis) on a molecular structure, C5H9FMnO4V.

Each line ends with the natural charge from an NBO analysis.
Cartesian coordinates (Å):
H (-2.76, 0.45, 2.21)  0.27
C (2.58, 0.90, -3.63)  -0.27
H (2.18, 1.90, -3.80)  0.20
H (2.63, 0.39, -4.60)  0.20
V (-0.46, 0.84, -2.82)  1.91
H (0.76, -1.29, 2.74)  0.16
O (1.74, 0.15, -2.76)  -1.00
H (3.61, 1.03, -3.28)  0.23
H (-2.13, -0.10, 0.64)  0.21
H (-1.26, -2.11, 1.80)  0.20
C (-1.42, -1.24, 2.43)  -0.44
F (-0.59, -0.96, -1.63)  -0.82
C (-0.15, -0.86, 3.18)  -0.07
O (-0.50, 1.98, 1.34)  -0.58
H (-0.18, -1.20, 4.21)  0.23
C (-1.90, 0.03, 1.69)  -0.53
Mn (1.34, -1.72, -1.69)  1.83
H (-2.24, -1.57, 3.07)  0.25
C (-0.75, 0.95, 1.91)  0.78
O (-0.43, 1.86, -4.01)  -0.30
O (-0.06, 0.56, 2.99)  -0.47

**2S+1**: 7
**E_tot**: -73226.0186 eV
**Expectation value of S²**: 12.061
**Total charge**: +2

---

Entry 6:
ORCA calculation (the ωB97M-V functional and the def2-TZVPD basis) on a single C20H20N2O2 molecule.

Each line ends with the natural charge from an NBO analysis.
Cartesian coordinates (Å):
H (-1.16, -1.63, 4.60)  0.19
H (-3.56, -7.35, 1.95)  0.22
H (4.18, -1.99, 7.41)  0.21
C (-3.41, -4.34, 3.19)  -0.22
C (2.01, -3.27, 6.61)  0.13
H (-1.03, -6.75, 3.07)  0.21
H (2.00, -0.72, 4.63)  0.26
H (-3.07, -2.26, 3.60)  0.20
H (-1.35, -1.74, 1.03)  0.22
N (-0.19, -1.21, 2.78)  -0.44
C (0.82, -3.56, 5.86)  -0.01
C (-0.44, -2.09, 3.89)  -0.08
C (2.44, -3.89, 7.78)  -0.25
C (0.18, -4.71, 6.33)  -0.23
C (1.74, -1.62, 5.13)  0.01
C (-1.26, -0.95, 1.78)  -0.24
C (-1.46, -5.75, 3.16)  -0.21
H (-1.70, 1.11, 1.29)  0.19
C (1.75, -5.02, 8.20)  -0.22
N (2.50, -2.06, 6.18)  -0.35
H (0.42, -4.81, 3.53)  0.24
C (0.68, -2.45, 4.87)  -0.16
C (-3.75, -6.79, 2.88)  -0.63
C (-2.84, -5.61, 3.07)  -0.01
H (4.04, -0.68, 6.19)  0.22
H (-4.79, -6.43, 2.85)  0.21
C (-1.21, -3.35, 3.52)  0.04
H (3.26, -3.47, 8.37)  0.21
C (-2.61, -3.23, 3.44)  -0.22
H (-0.73, -5.06, 5.83)  0.22
O (0.26, 0.83, 1.86)  -0.47
H (-0.65, 0.26, 0.09)  0.19
H (-4.49, -4.23, 3.10)  0.21
C (3.49, -1.30, 6.91)  -0.40
H (3.04, -0.65, 7.68)  0.20
C (-0.65, -4.63, 3.38)  -0.22
H (-3.67, -7.49, 3.73)  0.22
C (0.49, 0.01, 2.90)  0.90
C (0.64, -5.44, 7.45)  -0.25
C (-0.90, 0.37, 1.15)  -0.08
O (1.20, 0.44, 3.81)  -0.63
H (2.07, -5.55, 9.10)  0.21
H (-2.23, -0.90, 2.28)  0.19
H (0.10, -6.33, 7.79)  0.21

**E_tot**: -28139.0415 eV
**SMILES**: Cc1ccc([C@@H](c2cn(C)c3ccccc23)N2CCOC2=O)cc1

---

Entry 7:
ORCA calculation (the ωB97M-V functional and the def2-TZVPD basis) on a molecular structure, C19H24AgClN4O4P.

Each line ends with the natural charge from an NBO analysis.
Cartesian coordinates (Å):
C (-4.54, 0.16, 3.19)  -0.03
H (-5.16, -0.52, 2.60)  0.20
H (3.37, -3.58, 1.41)  0.08
H (-1.99, -0.19, 5.19)  0.21
H (5.37, -4.84, -3.86)  0.21
C (3.62, -3.39, -0.72)  -0.25
H (4.60, -4.99, 0.33)  0.21
C (2.14, 1.73, -3.76)  -0.08
O (2.29, -2.02, 0.76)  -0.57
C (1.03, 2.63, -3.23)  0.20
N (-3.61, -0.56, 3.95)  -0.48
C (-3.14, 0.39, 1.03)  -0.57
C (-2.77, -1.40, 3.01)  -0.70
H (2.76, -0.10, -3.15)  0.52
C (-0.34, 4.58, -3.36)  -0.18
C (3.39, -2.74, -1.99)  0.42
O (2.67, -1.72, -2.15)  -0.78
H (-3.83, -0.37, 0.64)  0.20
H (3.04, 2.34, -3.92)  0.16
H (-5.15, 0.83, 3.80)  0.17
H (-0.31, 1.39, 2.48)  0.21
H (-3.31, 1.01, 5.30)  0.17
O (-0.71, 0.41, 0.27)  -1.37
C (3.05, -2.95, 0.55)  0.41
C (-2.91, 2.00, 2.93)  -0.04
N (-3.86, 1.09, 2.16)  -0.40
C (-2.72, 0.38, 4.62)  -0.06
C (4.88, -4.43, -2.99)  -0.20
C (5.07, -5.04, -1.75)  -0.12
H (-0.36, -0.03, 3.53)  0.21
H (-3.01, 1.14, 0.26)  0.20
C (-0.96, 0.61, 2.87)  -0.57
Cl (6.10, -6.45, -1.62)  -0.07
C (4.08, -3.33, -3.10)  -0.31
H (-3.45, -2.10, 2.51)  0.16
H (-3.55, 2.63, 3.56)  0.18
O (2.35, 0.72, -2.83)  -0.74
Ag (0.97, -0.29, -0.81)  0.87
H (-1.80, 4.71, -1.77)  0.21
H (-2.09, -1.99, 3.63)  0.17
H (3.92, -2.86, -4.07)  0.20
C (4.45, -4.52, -0.64)  -0.19
H (-0.63, 5.50, -3.83)  0.20
N (-2.00, 1.26, 3.71)  -0.47
C (0.69, 3.81, -3.88)  -0.27
H (-1.03, 2.50, -0.75)  0.24
N (0.41, 2.22, -2.14)  -0.42
C (-0.59, 2.95, -1.63)  0.06
H (-4.59, 1.67, 1.76)  0.39
C (-0.99, 4.14, -2.21)  -0.29
H (1.83, 1.34, -4.74)  0.17
P (-1.49, -0.48, 1.41)  1.09
H (1.22, 4.13, -4.77)  0.20
H (-2.40, 2.61, 2.19)  0.21

**E_tot**: -60050.6813 eV
**Total charge**: -1

---

Entry 8:
ORCA calculation (the ωB97M-V functional and the def2-TZVPD basis) on a molecular structure, CH5N4O2.

Each line ends with the natural charge from an NBO analysis.
Cartesian coordinates (Å):
O (-0.07, 1.51, -0.12)  -0.23
H (-3.39, -1.23, -0.79)  0.47
O (-1.47, -2.36, 0.81)  -0.43
N (-2.45, -0.81, -0.63)  -0.80
H (2.57, -0.17, -0.64)  0.38
N (2.26, 0.52, 0.17)  -0.60
H (0.78, -1.45, 0.01)  0.45
N (-0.05, -0.74, -0.20)  -0.43
H (2.41, 1.54, 0.02)  0.40
C (-1.56, -1.44, 0.09)  0.85
N (0.40, 0.43, -0.09)  0.50
H (-2.13, -0.02, -1.23)  0.44

**E_tot**: -11161.2839 eV
**Total charge**: +1

---

Entry 9:
ORCA calculation (the ωB97M-V functional and the def2-TZVPD basis) on a molecular structure, C22H12BF4N4O2PtS2.

Each line ends with the natural charge from an NBO analysis.
Cartesian coordinates (Å):
C (-4.80, -3.32, -1.73)  -0.22
H (0.61, 1.65, 5.10)  0.21
C (-2.32, 1.67, 1.54)  0.19
N (-2.70, -0.19, 0.19)  -0.38
C (-2.04, 3.56, 3.06)  -0.12
C (-1.49, 4.16, 4.17)  -0.28
C (-4.11, -4.49, -2.03)  -0.20
C (1.55, -2.03, -0.84)  -0.19
H (-4.70, -1.39, -0.79)  0.23
C (2.33, -4.10, -1.81)  -0.11
F (-0.09, 2.43, -0.52)  -0.56
F (1.20, 1.67, 1.26)  -0.53
C (-2.79, -4.64, -1.62)  -0.22
Pt (0.06, -0.15, 1.14)  1.34
H (3.15, -3.93, 1.48)  0.23
C (-4.18, -2.30, -1.02)  -0.18
C (-0.14, 2.19, 4.54)  -0.24
H (-5.83, -3.20, -2.05)  0.21
S (1.89, -1.36, 1.79)  0.00
O (-1.04, -1.72, 0.70)  -0.61
C (2.74, -3.63, 0.52)  -0.18
B (0.94, 2.83, 0.33)  1.36
C (1.67, -2.88, -1.93)  -0.18
N (2.49, -5.66, -3.86)  -0.32
H (-1.79, 5.15, 4.46)  0.21
O (-0.27, 0.33, 3.13)  -0.75
C (-1.63, 2.28, 2.65)  -0.23
C (-2.18, -1.37, 0.13)  0.54
H (-3.28, 2.05, 1.21)  0.20
C (-0.66, 1.57, 3.39)  0.38
S (0.82, -0.45, -1.02)  0.03
F (2.12, 3.06, -0.34)  -0.55
H (-4.60, -5.28, -2.58)  0.21
H (-0.09, 3.92, 5.78)  0.20
H (-1.14, -3.73, -0.59)  0.24
C (-2.17, -3.62, -0.91)  -0.18
C (3.56, -5.72, -0.42)  0.30
H (1.23, -2.59, -2.88)  0.24
H (-2.78, 4.08, 2.47)  0.20
C (2.42, -4.97, -2.95)  0.27
H (-2.25, -5.54, -1.86)  0.22
N (4.11, -6.72, -0.28)  -0.32
C (2.07, -2.41, 0.41)  -0.17
C (2.87, -4.47, -0.57)  -0.17
F (0.56, 3.89, 1.12)  -0.55
C (-0.53, 3.46, 4.90)  -0.18
C (-2.86, -2.45, -0.61)  -0.05
N (-1.89, 0.59, 1.01)  -0.34

**E_tot**: -69536.2178 eV
**Total charge**: -1

---

Entry 10:
ORCA calculation (the ωB97M-V functional and the def2-TZVPD basis) on a molecular structure, C3H10N4.

Each line ends with the natural charge from an NBO analysis.
Cartesian coordinates (Å):
H (1.67, 1.35, 2.03)  0.17
H (0.55, 0.12, 2.70)  0.18
N (-0.03, -1.45, -1.95)  -0.66
H (0.26, -0.89, -2.75)  0.34
H (1.65, -1.74, -0.49)  0.40
N (0.09, 0.79, 0.72)  -0.58
H (-2.08, 0.72, -1.65)  0.16
H (0.05, 1.81, 2.52)  0.20
C (0.43, -0.27, 0.03)  0.55
H (2.35, -0.62, 0.61)  0.39
H (-0.81, -2.03, -2.26)  0.36
N (-0.47, -0.62, -0.90)  -0.33
C (-1.75, 0.79, -0.61)  -0.33
H (-2.42, 0.26, 0.06)  0.20
N (1.52, -1.07, 0.26)  -0.83
C (0.62, 1.01, 2.05)  -0.43
H (-1.62, 1.84, -0.37)  0.21

**E_tot**: -9230.1020 eV

---

Entry 11:
ORCA calculation (the ωB97M-V functional and the def2-TZVPD basis) on a molecular structure, C3H4DyLiO4.

Each line ends with the Löwdin spin population.
Cartesian coordinates (Å):
C (2.02, 0.54, 0.86)  0.00
H (4.04, 0.00, 0.63)  0.00
O (-0.36, -0.20, -0.86)  0.35
H (2.65, 2.25, 0.46)  0.00
H (3.61, 0.96, 2.11)  0.00
C (-0.24, -0.14, 0.36)  0.01
O (1.10, -0.37, 0.75)  0.09
O (1.81, 1.77, 0.67)  0.01
O (-1.05, 0.14, 1.24)  0.17
C (3.30, 0.13, 1.44)  0.01
Li (-1.32, -0.26, 3.07)  0.00
H (3.15, -0.85, 1.92)  0.00
Dy (-1.60, -0.40, -3.06)  4.36

**2S+1**: 6
**E_tot**: -35603.9992 eV
**Expectation value of S²**: 9.528
**Total charge**: +4

---

Entry 12:
ORCA calculation (the ωB97M-V functional and the def2-TZVPD basis) on a single C20H11F3N4O2 molecule.

Each line ends with the natural charge from an NBO analysis.
Cartesian coordinates (Å):
O (-4.21, 3.40, 3.85)  -0.60
F (0.72, -5.75, 2.78)  -0.30
C (0.01, -4.63, 2.49)  0.96
H (3.82, 5.15, -2.02)  0.22
C (0.80, -3.60, 1.73)  0.08
C (3.67, 1.73, -1.73)  -0.17
C (-0.94, 1.48, -0.44)  -0.19
H (1.89, 4.97, -0.47)  0.22
C (2.08, 0.24, -0.41)  0.19
C (-2.06, 2.31, -0.21)  -0.24
F (-1.03, -4.96, 1.67)  -0.32
C (0.97, -1.42, 0.67)  0.13
H (-0.83, -2.17, 1.71)  0.25
C (2.56, 1.60, -0.87)  -0.09
C (-0.34, 0.71, 0.58)  -0.08
H (-0.47, 0.21, 2.72)  0.23
H (-4.20, 3.66, 1.31)  0.44
N (2.85, -0.78, -0.54)  -0.25
C (3.46, 4.15, -1.74)  -0.20
C (-2.50, 2.41, 1.14)  0.09
C (-3.41, 2.91, 3.08)  0.85
N (2.20, -1.81, 0.11)  -0.18
H (-0.56, 1.38, -1.44)  0.23
N (-3.44, 3.18, 1.76)  -0.60
C (-1.89, 1.69, 2.15)  0.30
O (-2.48, 1.94, 3.38)  -0.44
C (2.75, -3.04, 0.47)  0.30
N (2.09, -3.90, 1.22)  -0.45
C (2.40, 4.05, -0.84)  -0.21
C (0.82, -0.12, 0.30)  -0.10
C (-0.85, 0.79, 1.89)  -0.25
H (4.96, 3.02, -2.85)  0.22
C (4.11, 2.98, -2.17)  -0.22
H (1.17, 2.77, 0.31)  0.22
H (-2.56, 2.83, -1.02)  0.23
F (-0.49, -4.12, 3.66)  -0.32
H (3.76, -3.33, 0.11)  0.22
C (0.20, -2.39, 1.41)  -0.22
C (1.94, 2.79, -0.43)  -0.18
H (4.17, 0.83, -2.15)  0.23

**E_tot**: -39126.6120 eV
**SMILES**: O=c1[nH]c2ccc(-c3c(-c4ccccc4)nn4cnc(C(F)(F)F)cc34)cc2o1